72
Properties=species:S:1:pos:R:3:forces:R:3:lowdin_charge:R:1 method="wB97M-V/def2-TZVPD" homo_energy_ev="0.6700 / -7.3988" multiplicity=2 charge=-1 s_squared=0.75 homo_lumo_gap_ev="1.674 / 9.698"
C -4.012 -6.982 28.331 0.3 -0.5 1.1 -0.076
C -3.798 -7.326 26.886 0.3 -1.4 1.0 -0.469
C -2.433 -7.983 26.612 -0.6 0.7 -0.9 -0.053
O -4.823 -8.287 26.555 -0.3 1.0 -1.1 -0.069
H -4.147 -7.903 28.899 0.1 -0.3 0.1 0.083
H -4.927 -6.432 28.549 0.2 0.4 -0.3 0.086
H -3.129 -6.524 28.776 -0.1 0.5 -0.1 0.064
H -3.882 -6.379 26.353 -0.4 -0.5 -0.7 0.110
H -2.334 -8.066 25.530 0.1 0.2 -0.2 0.070
H -2.391 -9.028 26.922 0.1 0.2 0.7 0.078
H -1.624 -7.349 26.974 0.2 -0.4 0.2 0.067
H -4.595 -9.122 26.972 0.2 0.1 0.1 0.075
C -0.420 -8.061 31.085 -0.6 -0.4 0.0 -0.097
C 0.416 -6.949 30.464 0.6 -1.8 0.7 -0.514
C 1.797 -6.891 31.089 0.5 1.4 0.5 -0.137
O 0.537 -7.219 29.074 -0.6 0.5 -0.3 -0.070
H -1.459 -8.015 30.759 -0.3 0.5 0.1 0.054
H -0.404 -8.021 32.174 0.0 0.1 0.1 0.060
H -0.195 -9.087 30.794 0.9 0.1 -0.1 0.074
H -0.128 -6.035 30.701 0.2 0.4 -0.4 0.108
H 2.376 -7.808 31.196 -0.6 -0.3 0.2 0.077
H 1.704 -6.331 32.020 -0.1 -0.6 0.7 0.040
H 2.495 -6.211 30.602 -0.2 0.1 -0.8 0.060
H 0.491 -6.354 28.658 0.2 0.1 -0.5 0.066
C -3.012 -5.289 33.348 1.2 0.9 0.3 -0.060
C -3.549 -4.666 32.058 0.6 -0.8 0.2 -0.506
C -2.636 -3.848 31.153 -0.4 0.4 1.7 -0.060
O -4.028 -5.708 31.270 -1.9 -1.2 -0.8 -0.074
H -2.684 -4.590 34.118 -0.2 0.6 -0.1 0.046
H -2.067 -5.798 33.159 -0.2 -0.7 -0.2 0.065
H -3.738 -5.908 33.875 0.0 -0.3 -0.5 0.077
H -4.382 -4.031 32.360 -0.3 0.0 -0.4 0.134
H -2.343 -3.102 31.893 0.8 0.8 -0.8 0.071
H -3.263 -3.458 30.352 0.2 0.3 0.0 0.067
H -1.784 -4.379 30.729 0.0 -0.1 0.3 0.057
H -3.311 -6.195 30.857 0.2 0.1 0.2 0.048
C -2.613 -3.114 27.101 -0.4 0.5 -0.3 -0.053
C -3.231 -3.507 25.776 -0.9 -0.1 0.4 -0.498
C -4.783 -3.466 25.748 0.2 0.1 -1.3 -0.062
O -2.678 -2.700 24.736 -0.2 -0.2 0.0 -0.057
H -3.413 -3.101 27.842 0.3 -0.2 0.3 0.065
H -2.286 -2.081 26.979 0.1 0.1 0.2 0.080
H -1.762 -3.722 27.409 -0.1 0.0 0.0 0.068
H -3.017 -4.537 25.489 0.3 -0.3 0.4 0.109
H -4.993 -3.813 24.736 -0.4 -0.6 -0.1 0.065
H -5.302 -2.509 25.690 0.6 0.5 0.8 0.075
H -5.284 -4.118 26.464 0.2 0.0 0.1 0.073
H -2.856 -3.239 23.962 0.2 0.4 -0.5 0.078
C -3.735 -5.875 38.078 1.0 1.1 0.6 -0.058
C -2.216 -5.985 37.820 -0.4 -1.3 1.8 -0.547
C -1.699 -7.344 38.311 0.5 0.3 0.3 -0.107
O -1.892 -5.797 36.500 -0.7 0.6 -1.7 -0.138
H -3.898 -6.234 39.094 -0.2 -0.4 -0.1 0.063
H -4.403 -6.363 37.368 0.3 0.0 0.0 0.081
H -3.944 -4.810 38.187 -0.5 0.1 -0.6 0.061
H -1.656 -5.250 38.398 -0.5 0.5 0.4 0.121
H -2.223 -7.752 39.175 -0.7 -0.2 -0.4 0.063
H -0.722 -7.217 38.779 0.5 0.0 -0.6 0.056
H -1.642 -7.985 37.431 0.0 -0.5 0.4 0.072
H -0.997 -6.097 36.323 0.6 -0.1 -0.2 0.038
C -0.910 -2.278 35.341 3.4 1.5 -0.3 -0.122
C -1.632 -1.982 36.587 -0.3 2.1 -0.2 -0.577
C -2.056 -0.495 36.667 0.4 0.7 0.0 -0.058
O -2.767 -2.689 36.529 -3.7 -2.0 0.8 -0.043
H -0.480 -3.270 35.201 -0.7 -0.3 0.0 0.059
H -0.010 -1.699 35.550 0.8 0.2 -0.6 0.067
H -1.282 -1.813 34.429 -0.6 -0.4 0.1 0.084
H -1.081 -2.238 37.491 0.6 0.1 0.1 0.132
H -2.492 -0.176 37.614 0.2 -0.5 0.4 0.066
H -2.806 -0.152 35.955 -0.1 -0.8 -0.5 0.075
H -1.228 0.185 36.468 0.4 -0.1 0.2 0.066
H -2.507 -3.596 36.354 -0.3 -0.6 -0.1 0.049



32
Properties=species:S:1:pos:R:3:forces:R:3:lowdin_charge:R:1 method="wB97M-V/def2-TZVPD" homo_energy_ev=-15.0697 charge=+2 homo_lumo_gap_ev=5.755
C 3.734 -1.243 1.445 -0.4 0.2 0.1 0.033
C 3.547 -0.869 -0.013 -0.5 -0.8 -0.6 -0.479
O 2.984 -1.622 -0.773 0.4 0.4 0.4 0.106
O 4.012 0.334 -0.518 -0.1 -0.1 0.1 0.000
C 3.255 1.445 -0.067 -0.5 0.1 1.2 -0.105
C 1.814 1.403 -0.554 0.2 0.4 0.6 -0.083
C 1.437 0.856 -1.703 -0.5 -0.3 -0.3 0.087
C -0.019 0.849 -2.057 0.4 0.2 0.1 -0.299
O -0.449 0.989 -3.178 -0.1 -0.6 0.3 0.139
C -0.947 0.670 -0.858 0.8 0.3 -0.4 -0.087
C -2.111 -0.032 -0.924 -0.8 -0.8 0.1 -0.071
C -2.887 -0.180 0.253 -0.8 -0.5 -0.8 -0.349
P -4.427 -1.165 0.181 0.9 0.3 0.2 0.898
N -4.292 -2.189 -1.059 1.2 -1.5 -0.8 -0.468
C -2.487 0.403 1.429 -0.1 0.2 1.1 -0.055
C -1.303 1.132 1.496 -0.2 0.1 0.0 0.047
C -0.565 1.241 0.351 1.4 0.9 -0.2 -0.055
C 0.770 1.992 0.371 0.2 -0.2 -0.4 -0.255
O 0.983 2.941 1.080 -0.2 -0.5 0.0 0.182
H 3.034 -2.057 1.649 0.1 0.1 -0.1 0.089
H 3.492 -0.431 2.139 0.3 0.0 -0.2 0.084
H 4.735 -1.628 1.662 0.0 0.3 -0.2 0.106
H 3.734 2.401 -0.296 0.2 -0.4 -0.4 0.160
H 3.212 1.414 1.035 0.0 0.2 -0.2 0.128
H 2.166 0.396 -2.367 -0.2 0.2 -0.1 0.148
H -2.407 -0.450 -1.901 -0.2 0.4 0.3 0.078
H -5.559 -0.336 0.083 0.2 -0.1 0.0 0.047
H -4.559 -1.887 1.387 0.0 0.4 -0.1 0.049
H -4.357 -3.162 -0.738 -1.0 0.3 0.5 -0.037
H -3.059 0.292 2.348 -0.1 0.0 -0.2 0.128
H -0.935 1.607 2.400 -0.2 -0.1 0.0 0.149
Yb -2.546 -3.115 -2.305 -0.3 0.9 0.0 1.681



58
Properties=species:S:1:pos:R:3:forces:R:3:lowdin_charge:R:1 method="wB97M-V/def2-TZVPD" homo_energy_ev=-8.4415 smiles="CCCS(=O)(=O)c1nc(S(=O)(=O)c2ccc(C)cc2)c(NCCCN2CCCC2=O)s1" homo_lumo_gap_ev=8.787
C -2.719 -2.322 -1.102 -0.2 -0.1 0.0 -0.096
C -2.702 -3.492 -0.126 -0.1 0.1 -0.2 -0.272
C -1.596 -3.362 0.900 0.5 0.1 -0.5 -0.228
S 0.037 -3.428 0.104 0.1 -0.1 0.6 0.653
O -0.003 -4.213 -1.096 -0.2 0.1 -0.3 -0.303
O 1.018 -3.771 1.097 0.0 0.0 0.3 -0.309
C 0.352 -1.725 -0.333 -0.1 0.1 0.1 -0.658
N -0.177 -0.763 0.338 -0.3 -0.6 0.4 0.050
C 0.288 0.440 -0.051 0.0 0.6 -0.1 -0.383
S -0.366 1.896 0.721 0.2 -0.3 -0.2 0.738
O 0.173 3.029 -0.008 -0.3 -0.1 -0.2 -0.316
O -0.124 1.858 2.136 -0.4 -0.2 0.0 -0.287
C -2.109 1.712 0.396 0.6 0.0 0.2 -0.288
C -2.867 0.960 1.272 0.0 0.0 0.2 -0.060
C -4.191 0.700 0.965 0.1 0.1 -0.1 -0.034
C -4.755 1.184 -0.212 0.1 0.0 0.0 -0.269
C -6.178 0.878 -0.560 0.0 0.0 0.0 -0.043
C -3.968 1.939 -1.078 0.1 0.0 0.1 -0.025
C -2.642 2.199 -0.781 0.0 0.1 -0.1 -0.043
C 1.225 0.417 -1.069 -0.2 -0.1 0.0 -0.484
N 1.756 1.492 -1.664 -0.1 0.2 0.0 0.001
C 3.043 1.533 -2.313 0.2 0.2 -0.1 -0.175
C 4.080 2.272 -1.457 0.1 -0.4 0.1 -0.142
C 4.811 1.359 -0.469 0.1 0.1 -0.2 -0.145
N 3.961 0.660 0.460 0.0 0.3 0.0 -0.063
C 3.436 1.292 1.648 0.0 0.2 0.2 -0.126
C 2.746 0.154 2.418 -0.1 -0.1 0.0 -0.130
C 3.280 -1.133 1.785 0.0 0.0 0.1 -0.058
C 3.930 -0.696 0.492 0.0 -0.2 0.2 -0.499
O 4.374 -1.405 -0.387 0.2 -0.3 -0.2 0.028
S 1.506 -1.242 -1.547 -0.3 0.3 0.2 1.181
H -1.822 -2.339 -1.716 0.0 0.1 -0.2 0.063
H -2.763 -1.373 -0.571 0.0 0.1 0.0 0.058
H -3.583 -2.394 -1.758 -0.1 0.0 -0.1 0.077
H -3.663 -3.556 0.391 0.1 -0.1 0.1 0.112
H -2.549 -4.418 -0.682 -0.1 -0.1 0.1 0.107
H -1.610 -2.408 1.419 0.0 0.1 0.2 0.089
H -1.596 -4.180 1.617 0.2 -0.1 0.1 0.108
H -2.409 0.599 2.179 0.0 -0.1 0.1 0.116
H -4.794 0.114 1.643 -0.1 0.0 0.1 0.116
H -6.751 0.624 0.328 -0.1 0.0 0.0 0.078
H -6.217 0.031 -1.244 -0.1 -0.1 0.0 0.086
H -6.646 1.727 -1.053 -0.1 0.0 0.0 0.081
H -4.398 2.321 -1.991 0.0 0.1 -0.1 0.117
H -2.018 2.784 -1.438 0.0 0.1 -0.1 0.116
H 1.415 2.369 -1.268 0.1 -0.2 -0.1 0.104
H 3.369 0.509 -2.507 0.1 0.0 -0.1 0.108
H 2.922 2.052 -3.270 0.1 -0.2 0.0 0.120
H 4.833 2.716 -2.108 0.0 0.1 0.0 0.113
H 3.581 3.083 -0.920 0.0 0.1 -0.1 0.113
H 5.347 0.584 -1.027 0.0 0.1 0.1 0.126
H 5.540 1.957 0.094 0.0 -0.1 0.0 0.128
H 4.256 1.740 2.225 -0.1 0.0 0.0 0.125
H 2.727 2.084 1.388 0.1 0.0 0.1 0.111
H 1.666 0.230 2.305 0.1 0.0 0.0 0.076
H 2.970 0.209 3.482 0.0 0.0 0.0 0.113
H 4.059 -1.597 2.394 0.0 0.0 0.0 0.130
H 2.518 -1.893 1.611 0.1 0.0 0.0 0.094



43
Properties=species:S:1:pos:R:3:forces:R:3:lowdin_charge:R:1 method="wB97M-V/def2-TZVPD" homo_energy_ev=-2.4876 charge=-3 homo_lumo_gap_ev=8.441
K -0.885 -0.209 0.047 -0.2 0.2 0.3 0.857
N 1.362 3.888 -1.831 1.4 -3.1 1.2 -0.283
S 0.725 4.818 -0.776 -2.9 2.4 1.4 0.416
O 1.600 5.813 -0.242 0.4 0.7 -0.5 -0.314
O -0.187 4.265 0.182 0.4 -0.5 -0.4 -0.272
F -0.266 5.557 -1.803 0.6 0.4 0.1 -0.213
S 1.849 2.628 -0.865 0.8 -0.7 -0.6 0.565
O 0.945 1.507 -0.808 1.0 1.0 -0.6 -0.359
O 2.551 2.955 0.347 -0.5 0.2 -0.6 -0.282
F 3.090 2.172 -1.818 -0.8 -0.1 0.0 -0.227
P -2.947 1.742 -2.156 -0.5 0.2 1.3 0.160
F -2.935 0.103 -2.039 0.1 -0.2 -0.4 -0.216
F -1.363 1.753 -2.477 -0.2 -0.3 0.4 -0.163
F -3.235 1.619 -3.737 -0.1 0.4 -0.3 -0.174
F -2.939 3.358 -2.116 -0.2 -0.3 -0.7 -0.158
F -4.562 1.748 -1.894 0.0 -0.1 -0.3 -0.191
F -2.751 1.732 -0.540 0.6 0.2 -0.4 -0.208
P -2.172 0.819 3.344 -1.1 -0.4 0.3 0.174
F -1.535 0.385 4.761 0.5 0.4 -0.1 -0.169
F -0.711 0.826 2.580 -0.6 0.4 0.5 -0.210
F -2.283 -0.751 2.954 -0.4 -0.1 0.0 -0.182
F -2.968 1.177 1.994 0.5 0.1 -0.4 -0.171
F -3.661 0.806 4.103 0.4 -0.3 -0.1 -0.228
F -2.064 2.392 3.692 0.5 -0.2 0.1 -0.165
P 0.832 -3.040 2.586 -0.6 0.8 -0.4 0.161
F -0.203 -2.595 1.347 0.4 0.0 0.4 -0.241
F 1.777 -1.782 2.215 0.0 -0.1 0.0 -0.160
F 0.023 -2.154 3.648 0.2 0.0 -0.3 -0.143
F 1.853 -3.507 3.741 0.2 -0.3 0.2 -0.174
F -0.169 -4.273 2.885 0.2 -0.5 0.0 -0.176
F 1.663 -3.951 1.520 -0.2 -0.1 -0.1 -0.183
C 3.369 -0.911 -1.462 -0.3 0.7 -0.5 -0.022
O 2.892 -2.234 -1.670 0.6 -0.7 -0.2 0.015
C 1.594 -2.450 -1.710 -0.4 0.2 1.4 -0.609
O 0.739 -1.609 -1.627 -0.3 0.1 -0.5 0.067
O 1.379 -3.764 -1.710 0.7 -0.1 -0.4 0.002
C 0.037 -4.187 -1.604 -0.8 0.0 -0.2 -0.050
H 4.168 -0.947 -0.728 0.0 -0.1 0.0 0.099
H 2.584 -0.231 -1.138 -0.1 -0.2 0.1 0.063
H 3.729 -0.544 -2.425 0.2 0.1 0.1 0.092
H 0.073 -5.264 -1.762 -0.1 0.0 0.1 0.087
H -0.583 -3.709 -2.371 0.1 -0.1 0.0 0.097
H -0.417 -3.952 -0.640 0.4 0.0 0.1 0.089



13
Properties=species:S:1:pos:R:3:forces:R:3:lowdin_charge:R:1 method="wB97M-V/def2-TZVPD" homo_energy_ev=-8.0866 homo_lumo_gap_ev=9.107
C 1.906 0.028 0.008 0.4 2.7 3.4 -0.077
C 0.435 -0.041 -0.006 -0.6 -0.4 -0.6 -0.391
C -0.349 -1.099 -0.385 0.1 0.0 -0.4 -0.105
N -1.659 -0.700 -0.332 -0.1 0.5 0.3 -0.006
C -1.726 0.599 0.136 0.6 0.3 0.4 -0.130
C -0.426 1.039 0.366 1.9 0.6 0.7 -0.070
H 2.069 0.793 1.122 0.3 -3.1 -2.6 0.159
H 2.399 -0.945 -0.156 0.1 0.6 0.8 0.072
H 2.356 0.803 -0.601 -0.2 -0.2 -0.9 0.044
H -0.082 -2.076 -0.772 0.0 0.2 0.1 0.115
H -2.451 -1.310 -0.480 0.2 0.3 0.0 0.144
H -2.684 1.068 0.306 0.1 0.0 0.0 0.098
H 0.239 1.923 0.858 -2.9 -1.6 -1.3 0.146



6
Properties=species:S:1:pos:R:3:forces:R:3:lowdin_charge:R:1 method="wB97M-V/def2-TZVPD" homo_energy_ev=-9.7516 smiles=S.S homo_lumo_gap_ev=10.518
S 2.804 -0.096 -0.036 0.0 -1.0 0.3 0.492
H 3.599 0.462 0.863 0.3 0.0 0.4 -0.234
H 2.613 1.076 -0.565 -0.3 1.0 -0.7 -0.257
S -2.895 -0.075 -0.034 1.3 -0.4 0.7 0.440
H -3.033 1.228 0.109 -0.2 0.6 0.0 -0.256
H -1.722 -0.031 0.721 -1.1 -0.2 -0.7 -0.184